<a>
ORCA calculation (the ωB97M-V functional and the def2-TZVPD basis) on 2 unconnected molecules or ions with the total composition CH3FIN.

molar mass = 174.94 g/mol
spin multiplicity = 1
E_LUMO = -1.19 eV
highest occupied orbital energy = -9.940 eV

Cartesian coordinates (Å):
1 C -1.44292 -0.27929 0.65637
2 N 1.54788 0.34904 -0.07773
3 F -1.06019 -1.01066 -0.34922
4 I -3.05208 0.81198 -0.13930
5 H 1.02508 0.42222 0.61768
6 H 2.17193 -0.48205 0.03043
7 H 0.81028 0.18877 -0.73823

<b>
ORCA calculation (the ωB97M-V functional and the def2-TZVPD basis) on 2 unconnected molecules or ions with the total composition CH3FIN.

molar mass = 174.94 g/mol
spin multiplicity = 1
E_LUMO = -1.49 eV
highest occupied orbital energy = -10.161 eV

Cartesian coordinates (Å):
1 C 0.26303 0.16995 -0.54342
2 N -0.83215 -0.39447 0.09964
3 F -0.82051 1.05884 1.25278
4 I -0.52678 -1.91215 1.40034
5 H 0.00128 1.18425 -0.88294
6 H 1.30038 0.42991 -0.03861
7 H 0.61476 -0.53632 -1.28777

Stability, lowest: <b>

<a>
ORCA calculation (the ωB97M-V functional and the def2-TZVPD basis) on 7 unconnected molecules or ions with the total composition C14H28Br14.

SMILES string = BrCCBr.BrCCBr.BrCCBr.BrCCBr.BrCCBr.BrCCBr.BrCCBr
molar mass = 1315.03 g/mol
spin multiplicity = 1
E_LUMO = 0.17 eV
highest occupied orbital energy = -9.842 eV

Cartesian coordinates (Å):
1 Br 16.51917 4.50517 12.03820
2 C 18.10133 5.75742 12.12040
3 C 18.15663 6.56687 10.84812
4 Br 19.75681 7.72498 10.98955
5 H 19.05638 5.23814 12.19980
6 H 18.06556 6.42375 12.98227
7 H 17.29554 7.22571 10.73612
8 H 18.23468 5.91493 9.97807
9 Br 15.47493 -3.95390 15.58540
10 C 14.09234 -2.53086 15.84861
11 C 12.98507 -3.15507 16.61852
12 Br 13.53202 -4.07882 18.28790
13 H 13.85899 -2.04549 14.90094
14 H 14.52894 -1.76354 16.48789
15 H 12.54063 -3.95967 16.03270
16 H 12.21888 -2.41360 16.84498
17 Br 11.12035 8.17802 10.12881
18 C 10.33309 6.46942 9.50699
19 C 8.93105 6.78280 9.10206
20 Br 7.95910 5.21148 8.45307
21 H 10.39776 5.78584 10.35353
22 H 10.89520 6.03127 8.68227
23 H 8.99016 7.49331 8.27757
24 H 8.36187 7.19282 9.93633
25 Br 14.19046 5.99632 19.16069
26 C 15.83417 5.24061 19.99114
27 C 15.49757 4.54833 21.34467
28 Br 14.26074 2.97068 21.09365
29 H 16.51375 6.06440 20.20936
30 H 16.32939 4.47641 19.39210
31 H 15.10476 5.25690 22.07387
32 H 16.38781 4.15574 21.83605
33 Br 18.20468 12.44904 15.54250
34 C 19.84537 13.56419 15.42596
35 C 21.10037 12.71090 15.78195
36 Br 22.54615 13.88252 15.13353
37 H 19.73830 14.31710 16.20683
38 H 19.97817 13.87272 14.38902
39 H 21.15491 11.71138 15.35057
40 H 21.15976 12.48529 16.84669
41 Br 17.99300 11.48262 2.65468
42 C 16.36814 10.81442 3.52703
43 C 16.45403 10.79758 5.08300
44 Br 16.50561 12.59565 5.78415
45 H 16.19583 9.77563 3.24537
46 H 15.59851 11.42332 3.05269
47 H 17.36357 10.29081 5.40552
48 H 15.58426 10.42129 5.62152
49 Br 22.61962 5.25387 3.96847
50 C 23.24114 5.12645 2.08248
51 C 24.25266 6.20406 1.74878
52 Br 24.97292 5.86796 -0.04052
53 H 22.46890 5.20564 1.31733
54 H 23.76382 4.17740 1.96314
55 H 25.11131 6.24043 2.41923
56 H 23.72808 7.15878 1.71095

<b>
ORCA calculation (the ωB97M-V functional and the def2-TZVPD basis) on 7 unconnected molecules or ions with the total composition C14H28Br14.

SMILES string = BrCCBr.BrCCBr.BrCCBr.BrCCBr.BrCCBr.BrCCBr.BrCCBr
molar mass = 1315.03 g/mol
spin multiplicity = 1
E_LUMO = 0.01 eV
highest occupied orbital energy = -10.024 eV

Cartesian coordinates (Å):
1 Br -1.29161 -6.54278 -0.43308
2 C -2.11893 -5.20506 0.75410
3 C -1.16128 -4.69480 1.87991
4 Br -0.58690 -6.20404 3.06303
5 H -2.98626 -5.68594 1.20643
6 H -2.51283 -4.44896 0.07493
7 H -1.52542 -3.85410 2.47043
8 H -0.27784 -4.26916 1.40400
9 Br 2.33173 -5.59943 -5.41454
10 C 2.00696 -4.22406 -3.99122
11 C 1.13277 -4.92493 -2.90014
12 Br 1.02469 -3.61036 -1.40491
13 H 1.44053 -3.43044 -4.47846
14 H 2.97792 -3.86320 -3.65191
15 H 1.61016 -5.82743 -2.51845
16 H 0.13995 -5.20601 -3.25144
17 Br 0.62802 7.47788 5.36265
18 C 1.03529 6.21001 4.01553
19 C -0.01343 5.15252 4.08118
20 Br 0.15492 3.81101 2.58680
21 H 2.07909 5.92785 4.15320
22 H 0.93330 6.71563 3.05529
23 H -1.01829 5.57254 4.03732
24 H 0.09644 4.71985 5.07558
25 Br -2.11557 -1.36412 1.69086
26 C -0.50157 -0.79703 0.56131
27 C 0.30122 0.29036 1.30112
28 Br 1.61906 0.96199 -0.02517
29 H -0.95093 -0.46473 -0.37450
30 H 0.08753 -1.70173 0.41105
31 H 0.72619 0.02250 2.26847
32 H -0.22288 1.21451 1.54478
33 Br -3.26022 3.57095 4.85344
34 C -3.45119 3.51368 2.83219
35 C -3.32046 2.10167 2.28816
36 Br -2.61374 2.21863 0.40112
37 H -2.74342 4.22974 2.41454
38 H -4.42548 3.89097 2.52155
39 H -4.21876 1.48507 2.25707
40 H -2.53818 1.58469 2.84390
41 Br -0.56865 2.80307 -3.08231
42 C -1.96289 1.38505 -3.13177
43 C -2.45781 1.23953 -4.56557
44 Br -3.84404 -0.16561 -4.67465
45 H -2.71543 1.62279 -2.37993
46 H -1.54056 0.47293 -2.71013
47 H -1.68195 0.87852 -5.24073
48 H -2.95195 2.13522 -4.94198
49 Br 4.77112 2.42127 -1.68983
50 C 5.62405 0.66662 -1.39412
51 C 4.61889 -0.44452 -1.67151
52 Br 5.64353 -2.18101 -1.67727
53 H 6.12484 0.71214 -0.42704
54 H 6.49368 0.56532 -2.04341
55 H 3.98735 -0.22410 -2.53213
56 H 3.98925 -0.64095 -0.80371

Stability, lowest: <a>

<a>
ORCA calculation (the ωB97M-V functional and the def2-TZVPD basis) on a gas-phase ion, C5H11N (charge +1).

molar mass = 85.15 g/mol
spin multiplicity = 2
E_LUMO (alpha / beta) = -4.39 / -7.15 eV
highest occupied orbital energy (alpha / beta) = -14.604 / -15.911 eV
net charge = +1

Cartesian coordinates (Å):
1 C 0.89631 1.84139 1.20294
2 N 0.61746 1.25387 -0.18135
3 C -0.14941 0.05158 -0.12294
4 C 0.32794 -1.06901 -0.75778
5 C -0.53914 -2.10461 -1.46670
6 C -1.16008 0.01088 1.05736
7 H 1.49721 2.74251 1.00669
8 H 1.26739 1.09295 1.89018
9 H -0.10575 2.20296 1.49989
10 H 1.52172 1.02827 -0.57775
11 H 1.40830 -1.06409 -0.84193
12 H -0.72803 -1.91891 -2.55293
13 H -1.52869 -2.21547 -0.98361
14 H -0.02115 -3.07506 -1.33510
15 H -1.90125 -0.75191 0.87795
16 H -0.55428 -0.26866 1.93099
17 H -1.75054 0.92198 1.11280

<b>
ORCA calculation (the ωB97M-V functional and the def2-TZVPD basis) on a gas-phase ion, C5H11N (charge +1).

molar mass = 85.15 g/mol
spin multiplicity = 2
E_LUMO (alpha / beta) = -3.30 / -6.61 eV
highest occupied orbital energy (alpha / beta) = -14.004 / -16.149 eV
net charge = +1

Cartesian coordinates (Å):
1 C 2.45367 0.13755 -0.28534
2 N 1.11249 0.05824 -0.88408
3 C -0.00944 0.03962 -0.14831
4 C -1.24385 0.15321 -0.80211
5 C -2.55479 -0.02084 -0.15077
6 C 0.12204 -0.12958 1.33285
7 H 2.80515 -0.78459 0.17982
8 H 2.48717 0.91136 0.47431
9 H 3.08515 0.42730 -1.12315
10 H 1.15384 -0.37324 -1.79338
11 H -1.22825 0.24346 -1.87812
12 H -2.58072 -0.83624 0.57174
13 H -3.31892 -0.23240 -0.89990
14 H -3.00146 0.87824 0.29518
15 H -0.77706 -0.05859 1.92676
16 H 0.72577 -1.04066 1.39641
17 H 0.76922 0.62717 1.78810

Stability, lowest: <a>

<a>
ORCA calculation (the ωB97M-V functional and the def2-TZVPD basis) on 2 unconnected molecules or ions with the total composition C11H12N.

molar mass = 158.22 g/mol
spin multiplicity = 1
E_LUMO (alpha / beta) = -5.52 / -5.52 eV
highest occupied orbital energy (alpha / beta) = -12.525 / -12.520 eV
net charge = +1

Cartesian coordinates (Å):
1 C 3.62273 -0.64284 0.03570
2 C 3.22059 -1.00923 1.36260
3 C 2.76385 -0.03185 -0.82131
4 C 1.93675 -1.13338 1.69336
5 C 0.76098 1.42100 -0.53668
6 C 1.46088 0.33498 -0.33169
7 C 0.98362 -0.47644 0.90820
8 C -0.32233 -0.48073 0.86857
9 C -0.59715 1.68966 -0.06441
10 C -1.95866 -1.29087 -1.50515
11 C -2.87853 -0.36109 -1.56554
12 N -1.11011 0.39541 0.44317
13 H 4.58333 -0.73160 -0.25224
14 H 4.03159 -1.48387 1.94102
15 H 3.04354 0.13752 -1.83556
16 H 1.59511 -1.44853 2.66837
17 H 1.15955 2.12253 -1.18116
18 H -0.63257 2.52951 0.56153
19 H -1.28098 1.95964 -0.84026
20 H -1.68302 -1.91020 -0.69872
21 H -1.32799 -1.19758 -2.33922
22 H -3.85639 -0.30493 -0.97593
23 H -3.03072 0.30696 -2.45195
24 H -2.04235 0.13269 0.01546

<b>
ORCA calculation (the ωB97M-V functional and the def2-TZVPD basis) on a gas-phase ion, C11H12N (charge +1).

SMILES string = [NH2+]=C1C=CC[C@H]1c1ccccc1
molar mass = 158.22 g/mol
spin multiplicity = 1
E_LUMO = -5.01 eV
highest occupied orbital energy = -12.711 eV
net charge = +1

Cartesian coordinates (Å):
1 C -2.10727 -1.28024 0.73880
2 C -2.89564 -0.15075 0.66041
3 C -0.92247 -1.28998 0.15706
4 C -2.60404 0.81705 -0.21022
5 C -0.56918 -0.23172 -0.66239
6 C -1.42194 0.81440 -0.87057
7 C 1.74704 -1.25943 -0.89622
8 C 2.09835 -1.18640 0.51141
9 C 0.86044 0.09192 -1.11299
10 C 1.91233 0.05169 1.07877
11 C 1.30862 0.89866 0.14662
12 N 1.03235 2.18925 0.33899
13 H -2.52654 -2.12257 1.36219
14 H -3.75563 -0.04029 1.42353
15 H -0.15264 -2.00611 0.36232
16 H -3.09027 1.76412 -0.40098
17 H 2.70160 -1.30319 -1.46498
18 H 1.19753 -2.14146 -1.09374
19 H -1.10083 1.66690 -1.54909
20 H 2.81959 -1.99018 0.85769
21 H 0.90423 0.68831 -1.99889
22 H 2.27949 0.48109 2.04768
23 H 1.68178 2.71471 0.92204
24 H 0.60310 2.82419 -0.34744

Stability, lowest: <a>

<a>
ORCA calculation (the ωB97M-V functional and the def2-TZVPD basis) on 2 unconnected molecules or ions with the total composition C7H12N2O.

SMILES string = C=CC/N=C/OC.CC#N
molar mass = 140.19 g/mol
spin multiplicity = 1
E_LUMO = 0.89 eV
highest occupied orbital energy = -9.191 eV

Cartesian coordinates (Å):
1 C -2.56368 0.62297 -1.18725
2 C -2.39316 0.23368 0.01919
3 C -1.42461 1.07207 0.98396
4 C 0.47041 -2.58524 0.03700
5 C 0.78971 -2.49533 1.44870
6 C 2.71995 1.08857 -1.12598
7 C 0.61304 1.05272 -0.01596
8 N 0.19015 -2.45688 -1.06584
9 N -0.12419 0.55647 0.90366
10 O 1.80695 0.50248 -0.21471
11 H -3.18972 0.21771 -1.90935
12 H -2.19939 1.61480 -1.57203
13 H -2.77438 -0.79061 0.31807
14 H -1.80307 0.90068 1.91648
15 H 1.49727 -1.73085 1.55144
16 H 0.00650 -2.01312 2.01108
17 H 0.99252 -3.42721 1.97836
18 H 3.29017 0.17469 -1.58038
19 H 3.38921 1.76747 -0.44813
20 H 2.06926 1.79135 -1.80818
21 H 0.23724 1.84255 -0.74495
22 H -1.60019 2.06102 0.50482

<b>
ORCA calculation (the ωB97M-V functional and the def2-TZVPD basis) on 2 unconnected molecules or ions with the total composition C7H12N2O.

SMILES string = C#C[C@@H](CC#N)N(C)C.O
molar mass = 140.19 g/mol
spin multiplicity = 1
E_LUMO = 0.37 eV
highest occupied orbital energy = -9.264 eV

Cartesian coordinates (Å):
1 C 0.24434 0.30718 2.77813
2 N -0.82887 -0.59121 2.39189
3 C -1.77046 -0.80136 3.47736
4 C -1.48446 -0.25999 1.13760
5 C -1.98713 1.13649 1.08843
6 C -2.25378 2.30443 0.90593
7 C -0.59287 -0.52707 -0.09211
8 C -0.01644 -1.87597 -0.10267
9 N 0.64094 -2.82292 -0.29324
10 H 0.76860 -0.10681 3.64953
11 H 0.97623 0.42502 1.96872
12 H -0.12031 1.31974 3.04047
13 H -2.29032 0.12827 3.78542
14 H -2.51225 -1.55829 3.18902
15 H -1.22984 -1.18309 4.35356
16 H -2.35235 -0.92974 1.04569
17 H -2.57804 3.25170 0.50904
18 H -1.17164 -0.37969 -1.01431
19 H 0.23570 0.19515 -0.11843
20 O 3.05810 2.74227 -0.22302
21 H 2.81736 2.10547 0.45984
22 H 2.50638 2.49867 -1.05898

<c>
ORCA calculation (the ωB97M-V functional and the def2-TZVPD basis) on a single C7H12N2O molecule.

SMILES string = CC(C)=NN1C(=O)C1(C)C
molar mass = 140.19 g/mol
spin multiplicity = 1
E_LUMO = 0.66 eV
highest occupied orbital energy = -8.388 eV

Cartesian coordinates (Å):
1 C 0.69369 1.84862 1.16855
2 C -1.74667 -0.30432 -0.80557
3 C 1.31457 0.61898 0.77138
4 C -2.08606 -1.29839 0.22336
5 C -2.31727 -0.57560 -2.22787
6 C 2.39279 0.81191 -0.38756
7 C 1.74696 -0.28433 1.81458
8 N -0.94973 0.65653 -0.61623
9 N -0.04079 0.99341 0.41261
10 O 0.69906 2.91297 1.78542
11 H -1.33957 -1.42772 1.01035
12 H -2.38847 -2.22368 -0.21227
13 H -3.05772 -0.75449 0.56967
14 H -3.22349 -1.06535 -2.25405
15 H -1.49820 -1.19435 -2.63880
16 H -2.39328 0.34166 -2.79648
17 H 2.27837 1.82383 -0.91093
18 H 2.57770 -0.03375 -1.06005
19 H 3.44331 0.90605 -0.04048
20 H 2.11771 -1.26021 1.27764
21 H 1.06194 -0.56361 2.64782
22 H 2.71515 0.07185 2.26890

Stability, lowest: <c>